Record 1
ORCA calculation (ωB97M-V/def2-TZVPD) on the molecule C3H4ClNS2 at a distorted geometry.

Geometry (Å):
C -0.604 -0.054 0.585
C -0.964 -0.204 -0.866
C 0.886 0.016 0.693
H -0.990 0.883 0.908
H -0.792 -1.244 -1.186
H -1.985 0.102 -1.083
H 2.391 0.737 -0.507
N 1.376 0.601 -0.385
S 0.247 0.883 -1.671
S 1.924 -0.448 1.893
Cl -1.490 -1.273 1.619

As for the relative energy (zero: lowest compared OMol25 entry of this formula, charge and spin): 0.133 eV. Its LUMO energy is 0.2137 eV. Its calculated total energy is -38858.305 eV. Its HOMO energy is -8.523 eV. The calculation puts the gap between HOMO and LUMO at 8.74 eV. The SMILES is S=C1NSC[C@H]1Cl.

---

Record 2
ORCA calculation (ωB97M-V/def2-TZVPD) on a structure of composition C3H4ClO2S at a distorted geometry.

Geometry (Å):
C -1.694 0.575 1.063
C 0.383 0.907 -0.334
C -0.959 0.372 -0.432
O -2.852 0.324 1.208
O -0.931 1.191 1.789
S -1.156 -2.011 -0.184
Cl -1.904 0.574 -1.850
H 0.508 1.221 0.714
H 0.513 1.689 -1.055
H 1.149 0.159 -0.441
H -2.132 -1.872 0.747

As for the relative energy (zero: lowest compared OMol25 entry of this formula, charge and spin): 1.290 eV. Its LUMO energy is 3.3972 eV. The total charge is -1. Its calculated total energy is -30628.584 eV. Its HOMO energy is -4.591 eV. The calculation puts the gap between HOMO and LUMO at 7.99 eV.

---

Record 3
ORCA calculation (ωB97M-V/def2-TZVPD) on a structure of composition C3H4CsO3 at a distorted geometry.

Geometry (Å):
C -3.032 0.097 -0.490
C -2.311 -0.155 -1.605
H -2.595 -0.040 0.515
H -4.109 0.347 -0.480
O 2.034 0.641 0.140
C 2.686 0.065 1.044
O 2.609 -1.137 1.369
O 3.603 0.807 1.735
H 3.543 1.718 1.424
Cs 0.539 -2.283 -1.133
H -2.968 -0.059 -2.519

As for the relative energy (zero: lowest compared OMol25 entry of this formula, charge and spin): 0.000 eV. Its LUMO energy is 1.7246 eV. The total charge is -1. Its calculated total energy is -9865.703 eV. Its HOMO energy is -2.633 eV. The calculation puts the gap between HOMO and LUMO at 4.36 eV.

---

Record 4
ORCA calculation (ωB97M-V/def2-TZVPD) on the molecule C3H4F2 at a distorted geometry.

Geometry (Å):
C -1.439 -0.074 0.039
C -0.238 -0.200 -0.576
C 1.021 0.065 0.224
F 1.670 1.193 -0.187
F 1.911 -0.928 0.138
H -2.338 -0.068 -0.560
H -1.593 0.390 1.078
H 0.036 -0.596 -1.543
H 0.973 0.219 1.388

As for the relative energy (zero: lowest compared OMol25 entry of this formula, charge and spin): 0.498 eV. Its LUMO energy is 1.0190 eV. Its calculated total energy is -8609.616 eV. Its HOMO energy is -10.815 eV. The calculation puts the gap between HOMO and LUMO at 11.83 eV. The SMILES is C=CC(F)F.

---

Record 5
ORCA calculation (ωB97M-V/def2-TZVPD) on a cluster of 2 separate species, C3H4F2IN in total at a distorted geometry.

Geometry (Å):
C 0.335 0.198 -0.349
C -0.219 -1.079 -0.864
C -0.065 0.607 1.035
N 1.114 0.905 -1.032
F -1.940 0.613 0.921
F 0.138 1.855 1.351
I 0.291 -0.718 2.621
H -0.940 -0.849 -1.647
H 0.573 -1.674 -1.311
H -0.729 -1.639 -0.085
H 1.442 1.782 -0.639

As for the relative energy (zero: lowest compared OMol25 entry of this formula, charge and spin): 1.741 eV. Its LUMO energy is -0.6656 eV. Its calculated total energy is -18199.420 eV. Its HOMO energy is -10.579 eV. The calculation puts the gap between HOMO and LUMO at 9.91 eV.

---

Record 6
ORCA calculation (ωB97M-V/def2-TZVPD) on the molecule C3H4F2O at a distorted geometry.

Geometry (Å):
C -1.400 0.433 0.127
C 0.421 -0.940 -0.362
C 1.403 0.000 -0.103
H -2.417 0.335 0.533
H -1.321 1.234 -0.731
H -0.820 0.911 0.911
H 0.975 -2.008 0.009
O -0.845 -0.864 -0.232
F 1.315 1.396 -0.271
F 2.689 -0.496 0.119

As for the relative energy (zero: lowest compared OMol25 entry of this formula, charge and spin): 2.768 eV. Its LUMO energy is 0.7642 eV. Its calculated total energy is -10655.192 eV. Its HOMO energy is -8.933 eV. The calculation puts the gap between HOMO and LUMO at 9.70 eV. The SMILES is COC=C(F)F.

---

Record 7
ORCA calculation (ωB97M-V/def2-TZVPD) on the molecule C3H4F2O at a distorted geometry.

Geometry (Å):
C -0.880 0.298 0.332
C 0.398 -0.497 0.114
C 1.552 0.102 -0.178
H -2.020 -0.754 -0.812
H -1.399 -0.037 1.267
H -0.639 1.356 0.459
H 0.385 -1.565 0.197
O -1.803 0.199 -0.764
F 2.679 -0.544 -0.373
F 1.727 1.442 -0.242

As for the relative energy (zero: lowest compared OMol25 entry of this formula, charge and spin): 0.792 eV. Its LUMO energy is 0.8186 eV. Its calculated total energy is -10657.167 eV. Its HOMO energy is -10.013 eV. The calculation puts the gap between HOMO and LUMO at 10.83 eV. The SMILES is OCC=C(F)F.

---

Record 8
ORCA calculation (ωB97M-V/def2-TZVPD) on a cluster of 2 separate species, C3H4F2S in total at a distorted geometry.

Geometry (Å):
C 1.108 0.320 0.470
C -1.014 -0.732 -0.427
C -0.280 0.173 0.489
F -0.969 0.936 1.201
F 0.816 2.037 -0.779
S 2.245 -0.672 -0.288
H 1.499 1.064 1.145
H -2.064 -0.464 -0.580
H -1.093 -1.772 -0.025
H -0.247 -0.889 -1.204

As for the relative energy (zero: lowest compared OMol25 entry of this formula, charge and spin): 3.595 eV. Its LUMO energy (spin up / spin down) is -2.9534 / -2.9594 eV. Its calculated total energy is -19441.876 eV. Its HOMO energy (spin up / spin down) is -9.520 / -9.499 eV. The calculation puts the gap between HOMO and LUMO (spin up / spin down) at 6.57 / 6.54 eV.

---

Record 9
ORCA calculation (ωB97M-V/def2-TZVPD) on the molecule C3H4F3N at a distorted geometry.

Geometry (Å):
C -1.077 -0.117 -0.824
C -0.140 0.414 0.289
C 1.356 -0.015 0.200
N -1.082 -0.582 0.536
F 1.723 -0.146 -1.066
F 2.185 0.728 0.902
F 1.507 -1.309 0.669
H -1.678 0.704 -1.203
H -0.478 -0.705 -1.470
H -0.366 1.411 0.757
H -1.950 -0.383 1.208

As for the relative energy (zero: lowest compared OMol25 entry of this formula, charge and spin): 1.095 eV. Its LUMO energy is 0.8849 eV. Its calculated total energy is -12816.898 eV. Its HOMO energy is -9.832 eV. The calculation puts the gap between HOMO and LUMO at 10.72 eV. The SMILES is FC(F)(F)[C@H]1CN1.

---

Record 10
ORCA calculation (ωB97M-V/def2-TZVPD) on the molecule C3H4F4 at a distorted geometry.

Geometry (Å):
F 1.388 -1.311 1.084
F -0.511 -0.819 2.106
F -0.714 0.693 -2.221
F -0.627 1.900 -0.481
C 0.449 -0.452 1.187
C -0.194 0.817 -1.048
C -0.347 -0.464 -0.179
H 0.891 0.533 1.491
H 0.907 1.006 -1.144
H -1.345 -0.643 0.009
H 0.104 -1.261 -0.803

As for the relative energy (zero: lowest compared OMol25 entry of this formula, charge and spin): 0.089 eV. Its LUMO energy is 1.0387 eV. Its calculated total energy is -14045.323 eV. Its HOMO energy is -11.699 eV. The calculation puts the gap between HOMO and LUMO at 12.74 eV. The SMILES is FC(F)CC(F)F.

---

Record 11
ORCA calculation (ωB97M-V/def2-TZVPD) on a cluster of 2 separate species, C3H4FI in total at a distorted geometry.

Geometry (Å):
C -0.363 1.701 -0.286
C -0.923 0.629 0.186
C 0.462 -0.480 1.712
F -1.984 -0.035 -0.174
I 2.353 -0.726 0.852
H -0.873 2.362 -0.833
H 0.597 2.025 0.051
H 0.571 0.307 2.394
H -0.243 -1.206 1.956

As for the relative energy (zero: lowest compared OMol25 entry of this formula, charge and spin): 3.222 eV. Its LUMO energy is 0.0727 eV. Its calculated total energy is -13989.542 eV. Its HOMO energy is -8.772 eV. The calculation puts the gap between HOMO and LUMO at 8.84 eV.

---

Record 12
ORCA calculation (ωB97M-V/def2-TZVPD) on the molecule C3H4FNO at a distorted geometry.

Geometry (Å):
C -0.215 0.140 0.295
C 1.114 -0.117 -0.347
C -1.248 -0.871 -0.002
H -1.135 1.836 0.502
H -0.063 0.097 1.356
H 0.930 -0.103 -1.417
H 1.762 0.678 -0.074
N -2.036 -1.653 -0.201
O -0.642 1.370 -0.198
F 1.533 -1.377 0.086

As for the relative energy (zero: lowest compared OMol25 entry of this formula, charge and spin): 0.813 eV. Its LUMO energy is 0.3850 eV. Its calculated total energy is -9429.803 eV. Its HOMO energy is -11.896 eV. The calculation puts the gap between HOMO and LUMO at 12.28 eV. The SMILES is N#C[C@H](O)CF.

---

Record 13
ORCA calculation (ωB97M-V/def2-TZVPD) on the molecule C3H4FNS at a distorted geometry.

Geometry (Å):
C 0.157 -0.337 0.568
C 1.667 -0.048 0.167
C 2.534 -1.076 -0.265
H -3.266 0.885 -0.547
H -0.005 -1.351 0.568
H 3.576 -1.113 -0.800
H 2.158 -2.167 -0.041
N -0.893 0.462 0.140
F 1.999 1.352 -0.089
S -2.522 -0.180 -0.136

As for the relative energy (zero: lowest compared OMol25 entry of this formula, charge and spin): 3.328 eV. Its LUMO energy is -0.3386 eV. Its calculated total energy is -18214.671 eV. Its HOMO energy is -9.044 eV. The calculation puts the gap between HOMO and LUMO at 8.71 eV. The SMILES is C=C(F)/C=N/S.

---

Record 14
ORCA calculation (ωB97M-V/def2-TZVPD) on the molecule C3H4FNS at a distorted geometry.

Geometry (Å):
C -0.832 -0.077 0.012
C 0.374 -1.028 0.347
C -0.011 1.318 -0.070
H -1.624 0.055 0.745
H 0.647 -1.103 1.426
H 0.117 -2.117 0.031
H -0.366 2.274 -0.126
N 1.305 1.286 -0.351
F -1.384 -0.244 -1.255
S 1.774 -0.365 -0.758

As for the relative energy (zero: lowest compared OMol25 entry of this formula, charge and spin): 1.234 eV. Its LUMO energy is 0.4319 eV. Its calculated total energy is -18216.765 eV. Its HOMO energy is -8.933 eV. The calculation puts the gap between HOMO and LUMO at 9.37 eV. The SMILES is F[C@@H]1C=NSC1.

---

Record 15
ORCA calculation (ωB97M-V/def2-TZVPD) on a structure of composition C3H4FO3Pt at a distorted geometry.

Geometry (Å):
C -2.548 -0.261 0.559
C -1.715 0.894 0.336
H -3.088 -0.514 -0.367
H -2.003 -1.130 0.951
F -1.139 1.411 1.494
H -2.219 1.673 -0.247
Pt -4.051 0.297 1.975
O 1.139 0.002 -1.755
C 0.441 0.032 -0.607
O 0.671 -0.718 0.321
O -0.476 0.956 -0.689
H 1.854 -0.640 -1.667

Its expectation value of S² is 2.005. Its LUMO energy (spin up / spin down) is 3.1132 / 3.0936 eV. The total charge is -1. Its calculated total energy is -15280.626 eV. Its spin multiplicity is 3. Its HOMO energy (spin up / spin down) is -1.433 / -4.134 eV. The calculation puts the gap between HOMO and LUMO (spin up / spin down) at 4.55 / 7.23 eV.

---

Record 16
ORCA calculation (ωB97M-V/def2-TZVPD) on a structure of composition C3H4FO3Sn at a distorted geometry.

Geometry (Å):
C -0.806 2.550 0.927
C 0.093 1.512 0.409
H -1.521 2.086 1.625
H -0.261 3.359 1.432
F 1.177 2.025 -0.296
H -0.398 0.789 -0.254
Sn -1.934 3.428 -0.573
O 0.792 0.831 3.560
C 1.470 0.980 2.418
O 2.582 1.456 2.354
O 0.715 0.560 1.427
H 1.332 1.147 4.293

Its expectation value of S² is 0.753. Its LUMO energy (spin up / spin down) is -1.3252 / -1.2136 eV. Its calculated total energy is -17865.000 eV. Its spin multiplicity is 2. Its HOMO energy (spin up / spin down) is -7.066 / -9.512 eV. The calculation puts the gap between HOMO and LUMO (spin up / spin down) at 5.74 / 8.30 eV.

---

Record 17
ORCA calculation (ωB97M-V/def2-TZVPD) on a structure of composition C3H4FeO3 at a distorted geometry.

Geometry (Å):
O 3.053 -0.876 -0.082
C 4.091 -1.314 0.054
O 0.027 1.592 -0.151
C -1.043 1.059 0.417
C -1.223 -0.378 -0.615
O -0.178 -0.940 0.036
Fe 1.311 0.228 -0.348
H -1.469 0.032 1.236
H -2.186 -0.828 -0.332
H -1.014 1.471 1.442
H -1.370 -0.047 -1.656

Its expectation value of S² is 12.021. As for the relative energy (zero: lowest compared OMol25 entry of this formula, charge and spin): 4.171 eV. Its LUMO energy (spin up / spin down) is -10.1771 / -13.3290 eV. The total charge is +2. Its calculated total energy is -43676.879 eV. Its spin multiplicity is 7. Its HOMO energy (spin up / spin down) is -19.820 / -21.472 eV. The calculation puts the gap between HOMO and LUMO (spin up / spin down) at 9.64 / 8.14 eV.

---

Record 18
ORCA calculation (ωB97M-V/def2-TZVPD) on a structure of composition C3H4HgO at a distorted geometry.

Geometry (Å):
O 2.127 0.428 -0.205
C 0.018 -0.055 0.609
C -1.097 0.543 -0.299
Hg 1.902 -1.653 -0.202
H 2.472 1.036 0.446
H -0.898 0.811 -1.349
H -1.798 1.250 0.175
C -0.999 -0.883 0.131
H -1.728 -1.477 0.693

Its expectation value of S² is 0.767. As for the relative energy (zero: lowest compared OMol25 entry of this formula, charge and spin): 0.725 eV. Its LUMO energy (spin up / spin down) is 4.3011 / 2.9029 eV. The total charge is -1. Its calculated total energy is -9392.248 eV. Its spin multiplicity is 2. Its HOMO energy (spin up / spin down) is -2.830 / -2.475 eV. The calculation puts the gap between HOMO and LUMO (spin up / spin down) at 7.13 / 5.38 eV.

---

Record 19
ORCA calculation (ωB97M-V/def2-TZVPD) on a structure of composition C3H4IN4 at a distorted geometry.

Geometry (Å):
C -1.298 0.647 -0.643
C 1.577 -0.528 1.031
C 0.901 -1.099 -0.116
N -2.658 2.083 -0.376
N -2.035 1.120 0.309
N -1.444 1.141 -1.892
N -2.317 2.081 -1.675
I 0.691 -3.196 0.307
H 2.025 0.418 0.890
H 2.553 -1.303 1.331
H 0.967 -0.597 1.959
H 1.038 -0.768 -1.126

As for the relative energy (zero: lowest compared OMol25 entry of this formula, charge and spin): 4.823 eV. Its LUMO energy (spin up / spin down) is 2.5654 / 2.5826 eV. The total charge is -1. Its calculated total energy is -17232.265 eV. Its HOMO energy (spin up / spin down) is -4.694 / -4.778 eV. The calculation puts the gap between HOMO and LUMO (spin up / spin down) at 7.26 / 7.36 eV.

---

Record 20
ORCA calculation (ωB97M-V/def2-TZVPD) on a cluster of 2 separate species, C3H4INO in total at a distorted geometry.

Geometry (Å):
C -0.828 0.535 -0.608
C 0.454 2.392 0.395
C 0.485 -2.479 -0.010
N -0.389 1.555 -0.098
O 1.628 -2.302 -0.213
I -2.823 -0.059 -0.662
H 1.127 2.113 1.069
H 0.314 3.337 -0.066
H -0.100 -1.604 -0.144
H 0.133 -3.488 0.337

As for the relative energy (zero: lowest compared OMol25 entry of this formula, charge and spin): 3.710 eV. Its LUMO energy is -0.6381 eV. Its calculated total energy is -14809.703 eV. Its HOMO energy is -8.175 eV. The calculation puts the gap between HOMO and LUMO at 7.54 eV.